Version i
The ion C5H9N2 with charge +1. Source: the Open Molecules 2025 dataset; level of theory: ωB97M-V with the def2-TZVPD basis set.

Total charge   +1
Molecular weight   97.14 g mol⁻¹
LUMO   -5.23 eV
Frontier orbital gap   8.0 eV

Cartesian coordinates (Å):
C: -2.1575 -0.0269 0.0889
C: 0.1018 0.5087 0.7631
C: -3.5103 0.0986 -0.3949
C: 2.3778 0.6609 0.8793
C: 1.4799 -0.9651 -0.6833
N: -0.9945 0.1567 0.2292
N: 1.2093 0.1034 0.2953
H: -3.5376 1.0798 -0.9538
H: -3.9925 0.3943 0.6031
H: -3.7551 -0.7664 -0.9030
H: 2.7691 1.4150 0.1269
H: 3.0100 -0.1892 1.0981
H: 2.3082 1.1089 1.8281
H: 0.8039 -1.7882 -0.7841
H: 2.4645 -1.3035 -0.5196
H: 1.4232 -0.4868 -1.6733

Atom charges from the Mulliken analysis, given in e for atoms 1 to 5: number 1, C, carries 0.516; number 2, C, carries -0.205; number 3, C, carries -0.908; number 4, C, carries -0.918; number 5, C, carries -0.873



Version ii
The ion C5H9N2 with charge +1. Source: the Open Molecules 2025 dataset; level of theory: ωB97M-V with the def2-TZVPD basis set.

Total charge   +1
Molecular weight   97.14 g mol⁻¹
SMILES   C=[N+]=N/C(C)=C/C
LUMO   -5.76 eV
Frontier orbital gap   8.4 eV

Cartesian coordinates (Å):
C: 3.8654 -0.5327 0.0337
N: 2.6368 -0.1362 0.0924
N: 1.5353 0.2108 -0.1968
C: 0.0380 0.3187 -0.1000
C: -0.4569 1.6850 0.2021
C: -0.6206 -0.8517 0.0376
C: -2.0651 -1.0635 -0.0534
H: 4.5516 -0.7831 0.8409
H: 3.9527 -0.9815 -0.9802
H: 0.4899 2.2885 0.5220
H: -1.2224 1.7470 1.0802
H: -0.9969 2.0486 -0.6896
H: -0.0324 -1.8204 -0.1902
H: -2.6661 -0.0836 -0.1529
H: -2.3756 -1.6908 0.9544
H: -2.4141 -1.6879 -0.8173

Atom charges from the Mulliken analysis, given in e for atoms 1 to 5: number 1, C, carries -0.205; number 2, N, carries 0.248; number 3, N, carries -0.198; number 4, C, carries 0.604; number 5, C, carries -1.072



Which structure wins on stability? version i wins.